DFT (the ωB97M-V functional and the def2-TZVPD basis) results for a cluster of 2 separate species, C27H43N2O3 in total.

```
75
Properties=species:S:1:pos:R:3:lowdin_charge:R:1
C -2.99978 -0.12196 -3.10610 -0.413
H -1.42297 1.25823 -3.47005 0.132
C -4.24765 0.65339 -3.60621 -0.027
C -3.46004 -1.88225 -4.80536 -0.133
H 2.95510 0.93001 5.45391 0.139
H 5.04255 -1.16759 6.21614 0.114
O -0.67478 -0.63452 -3.51231 -0.193
H -0.68621 4.71817 -5.32706 0.105
C -2.21880 -0.86863 -0.85391 -0.190
H 5.52596 -2.73012 4.47152 0.088
C -1.98222 -0.31243 0.57832 -0.401
N -2.83467 0.17476 -1.67526 0.025
H 2.11955 -2.58332 6.33835 0.106
C 0.43161 -0.42422 -4.36991 -0.091
H 5.84016 -2.82230 2.75195 0.094
H -2.36310 0.70617 0.62966 0.126
H 0.59384 -0.98310 5.77154 0.106
C 4.74366 -0.22975 5.74369 -0.150
C 1.01414 -0.82185 4.78276 -0.015
H 4.58385 -1.27067 1.12994 0.109
C -4.08014 3.80914 -3.70456 -0.025
C 5.09036 -2.55259 3.49003 -0.003
C -0.49618 -0.24131 0.90537 -0.097
C 5.08331 -0.67319 1.89406 -0.019
H 4.90110 0.37980 1.68206 0.093
H 0.06078 0.32266 0.16102 0.081
O 2.68457 -0.03455 2.84463 0.226
C 2.66099 -2.51857 5.39792 -0.014
H 3.68610 -2.80634 5.61244 0.070
H -3.73668 0.36004 -1.25580 0.110
H -2.85353 -1.74984 -0.73778 0.107
C 2.51516 -1.09320 4.83603 -0.437
H 6.15328 -0.83996 1.80603 0.106
H -4.14574 -1.93518 -2.82939 0.130
H -0.36517 0.26313 1.86635 0.060
C -4.07642 1.58121 -4.81210 -0.354
O -4.48017 1.28441 -5.90526 0.130
H -3.75593 -0.78701 1.71820 0.079
H -3.43922 -2.26663 -7.00948 0.034
H 6.37066 -0.36790 4.32712 0.145
H -1.74988 2.54104 -5.80791 0.117
C -3.43303 2.92111 -4.55535 -0.165
H 0.78052 0.20168 4.49170 0.092
H -3.99626 5.71280 -2.76577 0.104
C 3.22316 -0.08857 5.75480 -0.103
H 2.23445 -3.25630 4.71822 0.104
C -3.58414 -2.03142 -5.98511 0.136
H -1.85167 0.27053 -4.92206 0.124
C -1.63747 4.47778 -4.87857 -0.068
C -2.73199 -1.14517 1.62870 -0.075
H 2.83615 -0.22775 6.76296 0.144
H -5.04211 -0.03673 -3.87822 0.126
C -2.27717 5.35392 -4.01775 -0.088
H -1.80522 6.30097 -3.79716 0.103
N 3.13492 -0.95757 3.45112 0.061
C -2.22359 3.25101 -5.14564 -0.041
H -5.01873 3.52176 -3.25526 0.116
H -4.65216 1.27731 -2.80942 0.112
H -0.07790 -1.24440 1.02171 0.077
H 4.26689 -3.25211 3.35075 0.091
H -2.27573 -1.05510 2.61573 0.062
H -1.25122 -1.16503 -1.24428 0.109
C 4.64100 -1.07887 3.29644 -0.426
C -1.72766 0.27849 -3.83851 -0.169
H 0.30482 -0.98851 -5.29542 0.094
H 5.18120 0.56638 6.34669 0.132
C -3.49296 5.03883 -3.44248 -0.073
H 1.34365 -0.71281 -3.85696 0.085
H -2.39547 -2.23429 -3.10717 0.115
H -2.74737 -2.20074 1.36670 0.074
C 5.30453 -0.14508 4.32527 -0.104
H 0.51530 -1.49925 4.08861 0.100
H 0.52399 0.63139 -4.63643 0.085
H 5.20057 0.88724 3.97555 0.137
C -3.25674 -1.63469 -3.38403 -0.141
```

Output
**Max |F|**: 4.8 eV/A
**Charge**: +1
**HOMO level**: -10.408 eV
**Orbital gap**: 3.798 eV
**DFT total energy**: -1389.3981 a.u.